Model one:
The following is a DFT calculation (ωB97M-V with the def2-TZVPD basis set) of one molecule with the formula C7H15NO4.

For the HOMO energy, the calculation gives -0.330 Ha. The charge is 0. Its SMILES is CO[C@@H]1[C@H](N)[C@H](OC)[C@H](O)[C@@H]1O. The gap between HOMO and LUMO is 0.361 Eh. The value obtained for the LUMO energy is 0.8 eV.

Atoms and positions in Å:
O (1.602, -0.292, -0.801)
O (-0.836, 1.176, -0.634)
O (-0.270, -1.852, -0.892)
O (-2.456, -1.076, 0.085)
N (1.435, 1.699, 0.875)
C (-1.974, 1.775, -1.162)
C (-0.898, 0.695, 0.787)
C (-0.135, -1.604, 0.421)
C (3.040, -0.099, -0.763)
C (-1.395, -0.786, 0.890)
C (1.134, -0.692, 0.549)
C (0.559, 0.610, 1.221)
H (3.463, 0.291, -1.763)
H (-2.173, -1.091, -0.912)
H (-2.195, 2.728, -0.694)
H (0.607, 0.472, 2.376)
H (3.530, -1.059, -0.549)
H (-1.630, -0.849, 1.935)
H (-1.585, 1.470, 1.294)
H (1.493, 1.753, -0.157)
H (-1.803, 1.984, -2.233)
H (0.011, -2.626, 0.870)
H (3.397, 0.683, -0.026)
H (1.970, -1.154, 1.130)
H (0.986, 2.514, 1.290)
H (0.410, -1.202, -1.368)
H (-2.820, 1.162, -1.049)

Mulliken population analysis, charges in e, atoms 1 to 6: -0.51, -0.28, -0.70, -0.66, -0.68, -0.93


Model two:
The following is a DFT calculation (ωB97M-V with the def2-TZVPD basis set) of one molecule with the formula C7H15NO4.

For the HOMO energy, the calculation gives -0.345 Ha. The charge is 0. Its SMILES is OCC[C@H]1N[C@@H](CO)[C@@H](O)[C@@H]1O. The gap between HOMO and LUMO is 0.370 Eh. The value obtained for the LUMO energy is 0.7 eV.

Atoms and positions in Å:
O (0.042, -0.437, 2.122)
O (-1.615, -2.257, -0.585)
O (0.096, 2.092, 0.479)
O (2.980, 0.205, -0.882)
N (0.384, 0.086, -1.037)
C (-1.044, 0.000, -1.038)
C (-0.035, -1.173, 0.909)
C (-1.670, 1.379, -0.807)
C (-1.357, -1.039, 0.042)
C (1.019, -0.865, -0.140)
C (-1.298, 2.014, 0.529)
C (2.291, -0.238, 0.302)
H (0.777, -0.123, -1.950)
H (1.212, -1.835, -0.695)
H (-1.459, -0.395, -1.979)
H (-2.181, -0.766, 0.716)
H (0.051, -2.186, 1.292)
H (-1.621, 1.367, 1.398)
H (2.974, 1.128, -1.045)
H (2.081, 0.594, 1.011)
H (0.363, 1.311, -0.164)
H (-1.723, 2.991, 0.712)
H (0.268, 0.480, 1.920)
H (-1.827, -2.925, 0.057)
H (2.942, -0.988, 0.737)
H (-1.276, 2.053, -1.531)
H (-2.736, 1.402, -1.075)

Mulliken population analysis, charges in e, atoms 1 to 6: -0.66, -0.57, -0.70, -0.60, -0.31, -0.25


model two has the most favorable energy; the next structure is 0.0477 hartree above.


Model one:
The following is a DFT calculation (ωB97M-V with the def2-TZVPD basis set) of one molecule with the formula H4N2O.

For the HOMO energy, the calculation gives -0.320 Ha. The charge is 0. Its SMILES is NNO. The gap between HOMO and LUMO is 0.362 Eh. The value obtained for the LUMO energy is 1.1 eV.

Atoms and positions in Å:
O (1.130, -0.404, 0.952)
N (0.664, 0.273, -0.235)
N (-0.733, -0.052, -0.294)
H (0.805, 1.261, 0.018)
H (-0.848, -0.954, -0.767)
H (-1.227, 0.599, -0.914)
H (0.208, -0.723, 1.239)

Mulliken population analysis, charges in e, atoms 1 to 6: -0.42, -0.16, -0.56, 0.25, 0.25, 0.27


Model two:
The following is a DFT calculation (ωB97M-V with the def2-TZVPD basis set) of H4N2O as an isolated structure.

For the HOMO energy (alpha / beta), the calculation gives -0.339 / -0.339 Ha. The charge is 0. The gap between HOMO and LUMO (alpha / beta) is 0.363 / 0.363 Eh. The value obtained for the LUMO energy (alpha / beta) is 0.6 / 0.6 eV.

Atoms and positions in Å:
O (0.937, 0.062, 0.311)
N (-0.663, -0.755, 0.576)
N (0.790, 1.048, -0.514)
H (0.155, 1.637, -0.136)
H (0.559, 0.669, -1.524)
H (-1.140, 0.054, 1.095)
H (-0.330, -1.537, 1.253)

Mulliken population analysis, charges in e, atoms 1 to 6: -0.27, -0.48, -0.26, 0.22, 0.28, 0.26


model one has the most favorable energy; the next structure is 0.0656 hartree above.


Model one:
The following is a DFT calculation (ωB97M-V with the def2-TZVPD basis set) of one molecule with the formula C2H3IN2.

For the HOMO energy, the calculation gives -0.305 Ha. The charge is 0. The gap between HOMO and LUMO is 0.292 Eh. The value obtained for the LUMO energy is -0.3 eV.

Atoms and positions in Å:
I (2.326, 0.956, -0.024)
N (0.640, -2.452, -0.016)
N (0.585, -1.346, -0.104)
C (-0.772, 0.606, 0.017)
C (0.506, -0.160, 0.200)
H (-0.899, 0.944, -1.014)
H (-1.612, -0.033, 0.279)
H (-0.773, 1.483, 0.663)

Mulliken population analysis, charges in e, atoms 1 to 6: 0.02, -0.62, 0.52, -1.01, 0.14, 0.29


Model two:
The following is a DFT calculation (ωB97M-V with the def2-TZVPD basis set) of one molecule with the formula C2H3IN2.

For the HOMO energy, the calculation gives -0.311 Ha. The charge is 0. The gap between HOMO and LUMO is 0.304 Eh. The value obtained for the LUMO energy is -0.2 eV.

Atoms and positions in Å:
I (3.686, -0.477, -0.252)
N (-0.319, 0.128, -0.735)
N (0.758, -0.274, -0.553)
C (1.713, -0.966, -0.540)
C (-1.239, 0.303, 0.331)
H (-1.743, 1.382, 0.193)
H (-2.111, -0.404, 0.191)
H (-0.746, 0.308, 1.366)

Mulliken population analysis, charges in e, atoms 1 to 6: 0.13, -0.74, 0.54, -0.13, -0.55, 0.21


Model three:
The following is a DFT calculation (ωB97M-V with the def2-TZVPD basis set) of one molecule with the formula C2H3IN2.

For the HOMO energy (alpha / beta), the calculation gives -0.315 / -0.315 Ha. The charge is 0. Its SMILES is C=N/N=C\I. The gap between HOMO and LUMO (alpha / beta) is 0.317 / 0.317 Eh. The value obtained for the LUMO energy (alpha / beta) is 0.1 / 0.1 eV.

Atoms and positions in Å:
I (-1.162, -1.073, 1.872)
N (0.806, -0.268, -0.453)
N (-0.306, -0.441, -1.057)
C (1.345, 0.785, -0.024)
C (-1.423, -0.911, -0.161)
H (0.928, 1.910, -0.139)
H (2.235, 0.849, 0.591)
H (-2.424, -0.852, -0.630)

Mulliken population analysis, charges in e, atoms 1 to 6: 0.10, -0.09, -0.36, -0.19, -0.35, 0.23


model one has the most favorable energy; the next structure is 0.0488 hartree above.


Model one:
The following is a DFT calculation (ωB97M-V with the def2-TZVPD basis set) of a 2-piece molecular cluster, C2H7NO3 overall.

For the HOMO energy, the calculation gives -0.335 Ha. The charge is 0. Its SMILES is CN=C(O)O.O. The gap between HOMO and LUMO is 0.339 Eh. The value obtained for the LUMO energy is 0.1 eV.

Atoms and positions in Å:
O (0.570, 1.885, -0.370)
O (-1.513, 1.214, 0.184)
O (2.054, -0.200, 0.764)
N (0.021, -0.346, -0.565)
C (-0.943, -1.399, -0.386)
C (-0.225, 0.825, -0.039)
H (-1.518, 2.141, 0.453)
H (0.950, 0.069, 0.934)
H (-1.785, -1.192, -1.057)
H (-1.348, -1.446, 0.627)
H (1.494, 1.570, -0.268)
H (-0.472, -2.347, -0.635)
H (2.717, -0.774, 0.358)

Mulliken population analysis, charges in e, atoms 1 to 6: -0.51, -0.47, -0.80, -0.32, -0.75, 0.50


Model two:
The following is a DFT calculation (ωB97M-V with the def2-TZVPD basis set) of C2H7NO3 as an isolated structure.

For the HOMO energy, the calculation gives -0.328 Ha. The charge is 0. The gap between HOMO and LUMO is 0.204 Eh. The value obtained for the LUMO energy is -3.4 eV.

Atoms and positions in Å:
O (0.363, -0.838, 1.479)
O (1.073, -1.185, -0.951)
O (-0.041, 1.410, 1.680)
N (-0.899, 0.203, -0.085)
C (-0.031, 0.832, -0.992)
C (-0.493, 0.284, 1.367)
H (1.793, -1.827, -1.014)
H (-0.461, 0.947, -1.972)
H (0.565, -1.024, 0.510)
H (-1.697, -0.372, -0.311)
H (-1.414, -0.129, 1.900)
H (0.442, 1.709, -0.552)
H (0.800, -0.008, -1.060)

Mulliken population analysis, charges in e, atoms 1 to 6: -0.48, -0.71, -0.68, -0.20, -0.33, 0.29


Model three:
The following is a DFT calculation (ωB97M-V with the def2-TZVPD basis set) of a 2-piece molecular cluster, C2H7NO3 overall.

For the HOMO energy, the calculation gives -0.379 Ha. The charge is 0. Its SMILES is O=CNCO.O. The gap between HOMO and LUMO is 0.402 Eh. The value obtained for the LUMO energy is 0.6 eV.

Atoms and positions in Å:
O (-0.151, -3.094, 0.067)
O (1.824, 1.507, -0.139)
O (-0.158, -0.393, 1.141)
N (-0.324, 0.994, -0.752)
C (-0.784, 0.738, 0.566)
C (1.022, 1.172, -0.975)
H (-0.895, 1.456, -1.417)
H (1.403, 0.914, -1.975)
H (0.632, -2.988, -0.480)
H (-0.508, -2.256, 0.371)
H (-1.848, 0.479, 0.561)
H (-0.751, 1.569, 1.276)
H (0.537, -0.097, 1.756)

Mulliken population analysis, charges in e, atoms 1 to 6: -0.66, -0.51, -0.54, -0.15, -0.35, -0.05


Model four:
The following is a DFT calculation (ωB97M-V with the def2-TZVPD basis set) of a 3-piece molecular cluster, C2H7NO3 overall.

For the HOMO energy, the calculation gives -0.342 Ha. The charge is 0. The gap between HOMO and LUMO is 0.178 Eh. The value obtained for the LUMO energy is -4.4 eV.

Atoms and positions in Å:
O (1.644, 0.606, 1.554)
O (-0.679, 0.141, -2.376)
O (-0.114, -2.553, 0.065)
N (-0.830, -0.434, -0.026)
C (-0.085, -1.487, 0.586)
C (-0.543, 0.890, 0.265)
H (0.533, -1.235, 1.440)
H (0.529, 0.938, 0.827)
H (-0.205, -0.235, -3.124)
H (2.430, 1.186, 1.556)
H (-0.616, 1.464, -0.646)
H (-1.278, 1.220, 1.015)
H (-0.785, -0.501, -1.134)

Mulliken population analysis, charges in e, atoms 1 to 6: -0.66, -0.85, -0.39, -0.07, 0.00, -0.48


model three has the most favorable energy; the next structure is 0.0928 hartree above.


Model one:
The following is a DFT calculation (ωB97M-V with the def2-TZVPD basis set) of C2H7NO3 as an isolated structure.

For the HOMO energy, the calculation gives -0.337 Ha. The charge is 0. The gap between HOMO and LUMO is 0.348 Eh. The value obtained for the LUMO energy is 0.3 eV.

Atoms and positions in Å:
O (-1.195, 0.863, 0.273)
O (0.473, 1.417, -1.421)
O (-1.256, -1.172, 1.025)
N (1.110, -0.952, -0.564)
C (-0.622, -0.186, 0.726)
C (0.985, -0.232, 0.709)
H (0.348, 1.909, -2.162)
H (-0.461, 1.460, -0.704)
H (1.271, 0.865, 0.748)
H (0.863, 0.070, -1.450)
H (0.547, -1.813, -0.709)
H (1.974, -1.335, -0.853)
H (1.334, -0.850, 1.453)

Mulliken population analysis, charges in e, atoms 1 to 6: -0.71, -0.71, -0.61, -0.54, 0.68, -0.64


Model two:
The following is a DFT calculation (ωB97M-V with the def2-TZVPD basis set) of a 2-piece molecular cluster, C2H7NO3 overall.

For the HOMO energy, the calculation gives -0.352 Ha. The charge is 0. Its SMILES is NCC(=O)O.O. The gap between HOMO and LUMO is 0.367 Eh. The value obtained for the LUMO energy is 0.4 eV.

Atoms and positions in Å:
O (-2.488, 0.759, -0.737)
O (2.055, 0.286, -0.517)
O (-0.072, -0.202, -1.198)
N (-0.413, -0.156, 1.850)
C (0.811, -0.133, -0.346)
C (0.643, -0.723, 1.012)
H (2.278, 0.250, -1.458)
H (-1.585, 0.299, -0.908)
H (0.394, -1.754, 0.803)
H (-3.128, 0.399, -1.418)
H (1.559, -0.536, 1.575)
H (-1.164, 0.333, 1.345)
H (-0.107, 0.517, 2.561)

Mulliken population analysis, charges in e, atoms 1 to 6: -0.70, -0.43, -0.66, -0.53, 0.60, -0.35


model two has the most favorable energy; the next structure is 0.0574 hartree above.


Model one:
The following is a DFT calculation (ωB97M-V with the def2-TZVPD basis set) of C25H25N7O6ReS3 as an isolated structure.

For the HOMO energy (alpha / beta), the calculation gives -0.278 / -0.282 Ha. The spin multiplicity is 2. The charge is 0. The gap between HOMO and LUMO (alpha / beta) is 0.228 / 0.226 Eh. The value obtained for the LUMO energy (alpha / beta) is -1.4 / -1.5 eV.

Atoms and positions in Å:
Re (0.379, 0.573, 0.121)
S (-2.655, -0.957, -0.547)
S (2.865, 1.303, 1.205)
S (-0.056, -0.289, -4.556)
O (1.485, 1.639, 1.686)
O (0.809, -1.449, 0.032)
O (3.780, 0.720, 2.132)
O (-0.282, -0.263, 1.843)
O (-0.324, -2.442, 3.303)
O (2.208, -3.058, -0.598)
N (2.517, 0.461, -0.088)
N (-2.878, -2.423, -2.749)
N (-1.073, -2.891, -1.414)
N (-1.351, 1.605, 0.774)
N (0.164, 0.205, -1.832)
N (0.441, 2.539, -0.739)
N (-2.116, 1.084, 1.769)
C (-1.470, -1.936, 3.788)
C (-0.688, 4.617, -1.094)
C (3.522, 2.846, 0.654)
C (1.994, -1.905, -0.309)
C (-3.282, -2.237, 5.346)
C (-2.074, -0.752, 3.329)
C (1.370, 2.908, -1.633)
C (-3.897, -1.071, 4.888)
C (-1.562, 2.827, 0.422)
C (-2.090, -2.665, 4.805)
C (0.293, 5.007, -1.982)
C (-2.156, -2.154, -1.636)
C (4.540, 2.847, -0.287)
C (3.524, 5.234, 0.692)
C (4.540, 5.264, -0.260)
C (-3.293, -0.345, 3.888)
C (-0.598, 3.365, -0.496)
C (1.335, 4.132, -2.265)
C (0.062, -0.007, -2.983)
C (5.096, 6.576, -0.742)
C (-0.554, -3.907, -2.307)
C (-1.484, 0.052, 2.262)
C (3.100, -0.855, -0.336)
C (5.041, 4.055, -0.740)
C (3.011, 4.034, 1.155)
H (5.831, 4.061, -1.481)
H (-3.613, -1.772, -2.959)
H (-1.532, 5.252, -0.865)
H (0.279, -4.395, -1.808)
H (5.667, 6.452, -1.661)
H (3.837, -1.118, 0.424)
H (-2.375, 3.397, 0.850)
H (2.150, 2.186, -1.827)
H (3.123, 6.166, 1.073)
H (3.586, -0.895, -1.311)
H (-1.317, -4.657, -2.525)
H (-3.745, -2.818, 6.133)
H (-4.838, -0.743, 5.309)
H (-0.008, -1.879, 2.574)
H (5.761, 7.008, 0.008)
H (-3.748, 0.559, 3.508)
H (2.116, 4.387, -2.966)
H (-2.456, -2.913, -3.520)
H (0.241, 5.974, -2.464)
H (2.208, 4.015, 1.880)
H (-0.499, -2.603, -0.627)
H (4.299, 7.297, -0.926)
H (4.921, 1.912, -0.679)
H (-1.609, -3.573, 5.141)
H (-0.189, -3.473, -3.244)

Mulliken population analysis, charges in e, atoms 1 to 6: 1.35, -0.43, 1.30, -0.38, -0.68, -0.43


Model two:
The following is a DFT calculation (ωB97M-V with the def2-TZVPD basis set) of C25H25N7O6ReS3 as an isolated structure.

For the HOMO energy (alpha / beta), the calculation gives -0.278 / -0.274 Ha. The spin multiplicity is 2. The charge is 0. The gap between HOMO and LUMO (alpha / beta) is 0.244 / 0.220 Eh. The value obtained for the LUMO energy (alpha / beta) is -0.9 / -1.5 eV.

Atoms and positions in Å:
Re (0.139, -0.086, -0.060)
S (1.320, 0.353, -2.228)
S (4.513, 0.646, 1.631)
S (-2.668, 0.270, -1.761)
O (-1.912, 1.388, -2.259)
O (-0.481, -2.914, 3.403)
O (-3.313, -0.611, -2.707)
O (-0.452, -0.912, 1.689)
O (-0.589, -3.952, -0.840)
O (0.383, -1.981, -0.528)
N (0.616, 2.420, -0.559)
N (1.955, 0.231, 0.671)
N (-1.902, 0.812, 1.980)
N (-1.113, 1.335, 0.957)
N (-1.695, -0.598, -0.801)
N (-0.446, -1.229, -3.463)
N (0.752, 0.227, -4.774)
C (0.458, -0.260, -3.565)
C (-4.335, 2.244, -0.885)
C (-1.479, -0.371, 2.285)
C (-2.161, -1.159, 3.325)
C (-3.381, -0.692, 3.832)
C (-2.340, -3.063, 4.803)
C (-5.318, 2.776, -0.068)
C (-3.905, 0.940, -0.679)
C (3.043, 0.389, 1.081)
C (-3.537, -2.580, 5.284)
C (-6.957, 2.608, 1.826)
C (-1.332, 2.563, 0.676)
C (1.493, 4.227, -1.831)
C (0.153, -0.238, -6.005)
C (-4.455, 0.179, 0.339)
C (-1.637, -2.365, 3.816)
C (-0.670, -2.771, -0.662)
C (0.392, 5.015, -1.532)
C (-1.995, -2.004, -0.576)
C (-5.884, 2.027, 0.957)
C (-4.070, -1.388, 4.799)
C (-0.597, 4.494, -0.714)
C (-0.426, 3.194, -0.256)
C (1.559, 2.933, -1.330)
C (-5.438, 0.725, 1.148)
H (-5.009, -1.013, 5.178)
H (-2.379, -2.162, 0.442)
H (-2.717, -2.403, -1.293)
H (-3.888, 2.833, -1.670)
H (-0.727, -1.508, -2.543)
H (-2.117, 3.103, 1.196)
H (-1.090, -1.433, -4.209)
H (-4.065, -3.138, 6.046)
H (-3.764, 0.240, 3.442)
H (2.300, 4.605, -2.437)
H (-7.123, 1.996, 2.708)
H (-0.118, -2.372, 2.672)
H (1.436, 0.965, -4.798)
H (0.311, 6.022, -1.916)
H (-1.469, 5.064, -0.437)
H (-0.934, -0.147, -5.971)
H (0.428, -1.274, -6.213)
H (-7.900, 2.674, 1.284)
H (2.401, 2.293, -1.547)
H (-6.698, 3.613, 2.153)
H (-4.112, -0.825, 0.525)
H (-5.854, 0.129, 1.951)
H (0.512, 0.386, -6.820)
H (-1.917, -3.986, 5.168)
H (-5.648, 3.795, -0.227)

Mulliken population analysis, charges in e, atoms 1 to 6: 1.26, -0.54, -0.41, 1.59, -0.70, -0.74


model one has the most favorable energy; the next structure is 0.0046 hartree above.